(1)
{"formula": "C25H33AuBN4O4P", "method": "ωB97M-V/def2-TZVPD", "e_above_lowest_kj_mol": 95.0, "charge": 2, "multiplicity": 1, "species": ["Au", "P", "O", "O", "O", "O", "N", "N", "N", "N", "C", "C", "C", "C", "C", "C", "C", "C", "C", "C", "C", "C", "C", "C", "C", "C", "C", "C", "C", "C", "C", "C", "C", "C", "C", "B", "H", "H", "H", "H", "H", "H", "H", "H", "H", "H", "H", "H", "H", "H", "H", "H", "H", "H", "H", "H", "H", "H", "H", "H", "H", "H", "H", "H", "H", "H", "H", "H", "H"], "xyz": [[0.602, -0.321, -0.792], [2.309, 0.022, 0.640], [-3.617, 1.329, -0.961], [0.973, 4.596, 0.732], [-1.608, 0.937, 0.001], [1.459, 2.734, -0.521], [-2.112, 0.252, -2.130], [-0.965, -0.538, -2.302], [2.640, -1.391, 1.479], [0.762, -2.592, 0.757], [1.930, -2.612, 1.377], [-2.385, 0.847, -0.923], [1.765, -4.939, 1.832], [6.095, 1.498, 0.733], [6.381, 1.636, -0.621], [4.854, 1.028, 1.130], [0.760, 0.576, 2.846], [0.197, 1.361, 3.856], [0.786, 6.325, -0.963], [4.188, 0.835, -1.187], [3.895, 0.699, 0.168], [1.951, 2.544, 2.045], [-4.086, 1.985, 0.237], [-1.030, 4.644, -0.578], [1.655, 1.125, 1.959], [1.230, 3.826, -1.495], [0.469, 4.885, -0.631], [0.516, 2.710, 4.023], [5.433, 1.303, -1.578], [0.089, -3.745, 0.651], [0.541, -4.938, 1.170], [1.402, 3.287, 3.154], [2.479, -3.764, 1.940], [2.604, 4.287, -1.947], [0.437, 3.256, -2.651], [1.400, 3.324, 0.684], [-0.481, 2.778, -2.313], [5.666, 1.405, -2.629], [1.669, 4.332, 3.249], [0.181, 4.045, -3.359], [4.643, 0.913, 2.189], [6.840, 1.750, 1.475], [7.352, 2.000, -0.929], [-1.224, -1.522, -2.348], [0.495, -0.472, 2.776], [3.439, 0.576, -1.926], [-1.496, 4.873, -1.536], [3.139, 3.445, -2.386], [-0.045, -5.839, 1.064], [-5.065, 2.372, -0.018], [-3.410, 2.792, 0.511], [-2.887, 0.089, -2.757], [1.844, 6.546, -0.845], [-1.467, 5.293, 0.179], [2.522, 5.071, -2.698], [1.049, 2.521, -3.177], [0.221, 6.984, -0.305], [3.438, -3.735, 2.439], [3.192, 4.670, -1.111], [-4.156, 1.265, 1.048], [0.494, 6.545, -1.991], [2.161, -5.853, 2.256], [3.514, -1.451, 1.982], [-0.863, -3.694, 0.134], [3.004, 2.791, 1.830], [-1.245, 3.605, -0.316], [-0.537, -0.289, -3.190], [-0.502, 0.899, 4.543], [0.081, 3.279, 4.832]]}

(2)
{"formula": "C25H33BF16NO4", "method": "ωB97M-V/def2-TZVPD", "charge": -1, "multiplicity": 1, "species": ["F", "F", "F", "F", "F", "F", "F", "F", "F", "F", "F", "F", "F", "F", "F", "F", "O", "O", "O", "O", "N", "C", "C", "C", "C", "C", "C", "C", "C", "C", "C", "C", "C", "C", "C", "C", "C", "C", "C", "C", "C", "C", "C", "C", "C", "C", "B", "H", "H", "H", "H", "H", "H", "H", "H", "H", "H", "H", "H", "H", "H", "H", "H", "H", "H", "H", "H", "H", "H", "H", "H", "H", "H", "H", "H", "H", "H", "H", "H", "H"], "xyz": [[5.441, -4.734, 4.447], [2.569, 0.759, 2.940], [3.394, -2.464, 1.837], [-2.503, 7.702, -0.609], [-2.415, 5.146, -1.484], [-3.313, 3.612, -0.223], [-1.237, 3.675, 1.477], [-1.451, 9.033, -1.993], [3.787, -3.607, 6.280], [-2.273, 5.593, 1.300], [3.234, -0.583, 0.729], [-0.167, 6.650, -1.879], [4.533, -0.199, 3.074], [2.976, -3.628, 4.266], [0.933, 8.273, -0.945], [5.568, -2.831, 3.371], [-2.087, 0.765, -0.130], [-1.630, 1.021, -2.412], [-0.022, 6.800, 0.366], [3.732, -1.712, 5.183], [-2.315, -4.697, -3.330], [-3.024, -3.780, -2.416], [1.898, -2.013, -1.510], [5.325, -3.390, 4.569], [-2.134, 4.161, -0.590], [-3.072, -2.039, 0.152], [-0.199, -0.650, -1.112], [-2.855, 0.378, -2.349], [-2.976, -4.318, -1.001], [-0.073, 5.380, 0.449], [1.984, 0.333, -2.014], [-1.448, 4.728, 0.650], [2.814, -1.239, 1.820], [-3.748, -3.425, -0.018], [-0.153, 7.465, -0.815], [-1.368, 8.396, -0.798], [3.304, 0.198, -2.429], [3.926, -1.046, -2.399], [3.221, -2.154, -1.938], [-3.221, 0.356, -0.823], [3.908, -3.058, 5.045], [1.248, -0.757, -1.549], [1.196, -3.264, -1.033], [2.765, -0.997, 4.428], [3.201, -0.440, 3.065], [-3.954, -0.866, -0.292], [-0.924, 0.845, -1.115], [-3.607, 1.003, -2.826], [3.865, 1.052, -2.780], [-2.824, -0.616, -2.807], [0.478, 4.906, -0.363], [-0.763, -1.319, -1.767], [-4.770, -3.305, -0.374], [-3.336, -5.342, -0.986], [1.519, 1.302, -2.063], [-1.507, 3.396, -1.066], [0.474, 5.157, 1.363], [-1.934, -4.281, -0.682], [3.703, -3.119, -1.922], [-3.960, 1.171, -0.727], [-2.347, -4.317, -4.267], [0.951, -3.927, -1.859], [-2.552, -2.798, -2.436], [4.946, -1.182, -2.728], [-4.055, -3.677, -2.743], [-2.873, -1.920, 1.211], [-1.332, -4.684, -3.082], [-1.260, 9.135, -0.002], [1.825, -1.542, 4.357], [0.302, -3.053, -0.465], [-0.283, -1.068, -0.109], [2.566, -0.116, 5.035], [6.057, -3.027, 5.293], [-3.758, -3.956, 0.930], [-0.179, 1.775, -0.835], [1.727, -1.356, 1.755], [-4.613, -1.213, -1.092], [-4.591, -0.596, 0.544], [-2.133, -2.064, -0.383], [1.870, -3.797, -0.364]]}

(3)
{"formula": "C25H33BN2O6Pd", "method": "ωB97M-V/def2-TZVPD", "e_above_lowest_kj_mol": 0.0, "charge": -2, "multiplicity": 1, "species": ["Pd", "O", "O", "O", "O", "O", "O", "N", "N", "C", "C", "C", "C", "C", "C", "C", "C", "C", "C", "C", "C", "C", "C", "C", "C", "C", "C", "C", "C", "C", "C", "C", "C", "C", "B", "H", "H", "H", "H", "H", "H", "H", "H", "H", "H", "H", "H", "H", "H", "H", "H", "H", "H", "H", "H", "H", "H", "H", "H", "H", "H", "H", "H", "H", "H", "H", "H", "H"], "xyz": [[0.529, 0.140, -0.310], [1.301, 5.655, 2.482], [-4.385, 5.278, -0.858], [-0.721, -2.668, 0.107], [3.179, 4.428, -3.398], [1.562, -2.685, 0.429], [0.592, 2.321, -0.830], [-3.603, 3.298, -0.056], [-3.127, 3.982, -2.244], [0.480, 4.924, 3.363], [1.182, 3.390, -0.490], [1.499, 5.109, 1.234], [2.564, 5.374, -0.880], [-2.155, 2.905, -2.429], [2.483, -7.380, 2.771], [2.039, 4.158, -1.351], [1.741, -5.077, 0.930], [-1.045, -5.067, 0.545], [-2.505, 1.719, -1.563], [-4.034, 3.652, 1.275], [0.960, 3.918, 0.832], [-3.726, 4.249, -1.036], [2.316, 5.870, 0.373], [2.425, 3.741, -2.706], [1.072, -3.918, 0.606], [-0.362, -6.250, 0.875], [0.854, -8.774, 1.529], [2.823, -7.854, 0.341], [1.962, 2.411, -3.245], [1.013, -6.276, 1.066], [-2.645, 2.195, -0.138], [-0.316, -3.909, 0.412], [-3.031, 5.060, -3.200], [1.773, -7.556, 1.421], [0.455, -1.770, 0.070], [-2.171, 2.632, -3.488], [0.351, 3.301, 1.478], [0.877, 2.409, -3.358], [3.043, -8.283, 3.034], [-1.659, 2.493, 0.234], [-3.171, 4.665, -4.210], [2.341, -7.995, -0.628], [3.179, -6.541, 2.745], [-2.047, 5.542, -3.157], [-4.825, 4.394, 1.217], [-0.531, 4.806, 2.961], [2.163, 1.595, -2.548], [-3.797, 5.799, -2.986], [3.198, 5.923, -1.567], [-1.714, 0.963, -1.593], [1.754, -7.181, 3.560], [-1.144, 3.247, -2.187], [-4.400, 2.756, 1.782], [-3.444, 1.271, -1.906], [0.339, -8.969, 0.587], [-0.942, -7.158, 0.975], [2.727, 6.810, 0.719], [0.437, 5.497, 4.288], [3.532, -7.032, 0.241], [-2.118, -5.065, 0.397], [-3.002, 1.386, 0.503], [0.891, 3.931, 3.566], [2.815, -5.044, 1.072], [1.447, -9.658, 1.782], [2.446, 2.250, -4.208], [-3.209, 4.064, 1.871], [0.101, -8.637, 2.308], [3.383, -8.762, 0.588]]}

Highest occupied orbital energy values (in hartree) by entry order: -0.5099, -0.1780, 0.0050.
LUMO values (in eV) by entry order: -7.23, 2.30, 3.94.